C5H8N2OS | ωB97M-V/def2-TZVPD

Structure (XYZ):
```
17
Properties=species:S:1:pos:R:3:lowdin_charge:R:1
C 0.22392 1.11892 -1.30697 -0.524
C 0.85133 0.69950 -0.15287 0.109
C -1.49024 0.51875 2.26930 -0.695
C 0.68700 0.83807 -2.63845 -0.096
C -1.74529 -0.90795 2.57839 -0.010
N -1.06051 1.55744 -1.19898 -0.335
N -2.11100 0.97526 1.14371 -0.253
O -0.83727 1.18928 3.00219 0.079
S -2.23952 1.68264 -0.23766 1.038
H 1.82035 0.31781 -0.02838 0.044
H 0.26454 0.77500 0.84313 0.065
H 0.08558 1.51408 -3.35230 0.099
H 0.43617 -0.24136 -2.91832 0.103
H 1.84715 0.98764 -2.79809 0.121
H -2.07290 -1.41103 1.71981 0.057
H -2.45018 -0.92926 3.49166 0.129
H -0.84907 -1.32453 2.94797 0.069
```

Summary:
E_LUMO (spin up / spin down) (eV): -1.00 / -1.00
Energy (eV): -21174.4781
Energy above the lowest of the compared OMol25 structures with the same formula, charge and spin (kJ/mol): 399.3
HOMO energy (spin up / spin down) (Eh): -0.3245 / -0.3246

C5H8N2S | ωB97M-V/def2-TZVPD

Structure (XYZ):
```
16
Properties=species:S:1:pos:R:3:lowdin_charge:R:1
C 1.87807 1.11618 -0.61195 0.013
C 1.04997 -0.05396 -0.25823 -0.376
C 1.68425 -1.28179 0.56765 -0.045
N -0.20670 -0.49713 -0.62422 0.093
C -1.28122 0.15625 -0.18432 -0.520
N -1.39600 1.12492 0.70198 0.130
C -2.44138 -0.59902 -0.55101 -0.578
S -3.89888 -0.12449 -0.07568 0.749
H 2.96653 1.23989 -0.24009 0.059
H 1.47891 1.78677 -1.50442 0.070
H 1.14260 -1.48807 1.54696 0.097
H 2.73718 -1.13378 0.53446 0.045
H 1.47295 -2.06857 -0.08439 0.036
H -0.58517 1.55018 0.94933 0.046
H -2.28961 1.76012 0.87577 0.151
H -2.31150 -1.48751 -1.04186 0.027
```

Summary:
E_LUMO (eV): -1.02
SMILES string: C=C(C)/N=C(\N)C=S
Energy (eV): -19127.0540
Energy above the lowest of the compared OMol25 structures with the same formula, charge and spin (kJ/mol): 324.9
HOMO energy (Eh): -0.3111

C5H8N2S | ωB97M-V/def2-TZVPD

Structure (XYZ):
```
16
Properties=species:S:1:pos:R:3:lowdin_charge:R:1
N 2.41355 -2.29012 0.01247 -0.058
N 2.09164 -1.06004 0.38931 -0.061
C 0.86698 -0.77984 0.36891 -0.306
C -0.30510 -1.51282 -0.23946 -0.001
C -1.28064 -0.60633 -0.45387 -0.073
C -0.93895 0.67463 0.34848 -0.657
S -1.59744 2.20037 -0.52994 0.604
C 0.60378 0.74432 0.59103 -0.118
H 3.48721 -2.55488 0.16764 0.133
H 1.89273 -2.98573 0.65088 0.115
H -0.29024 -2.45071 -0.65363 0.067
H -2.19242 -0.65103 -1.00791 0.091
H -1.50882 0.76493 1.22383 0.049
H -2.90284 2.44415 0.41463 -0.003
H 0.86956 1.30152 -0.32105 0.092
H 0.99113 1.25722 1.50158 0.127
```

Summary:
E_LUMO (eV): 0.36
SMILES string: N/N=C1\C=C[C@H](S)C1
Energy (eV): -19126.5984
Energy above the lowest of the compared OMol25 structures with the same formula, charge and spin (kJ/mol): 368.9
HOMO energy (Eh): -0.3083